No. 1
The following is a quantum chemistry calculation of 9 unconnected molecules or ions with the total composition C18H54O9 in a non-equilibrium geometry, from the Open Molecules 2025 dataset.

Values from the calculation:
- E_LUMO (eV) = 0.267
- strongest force on any atom (eV/Å) = 1.93
- spin multiplicity = 1
- ΔE to the lowest compared entry with this formula, charge and spin (kcal per mole) = 61.6
- SMILES string = CCO.CCO.CCO.CCO.CCO.CCO.CCO.CCO.CCO

Element x y z (Å)
H1 2.351 -1.980 -3.386
H2 5.266 -2.300 -1.590
H3 2.954 -2.047 -0.530
C1 -6.755 -1.595 -0.323
H4 -0.128 -0.215 4.085
H5 3.445 2.339 -3.297
H6 1.968 -2.167 3.084
H7 1.442 -0.550 4.748
H8 -1.764 -2.602 1.060
H9 -3.897 2.840 -0.169
H10 -3.722 3.500 2.117
H11 -2.818 -4.844 2.868
H12 5.184 2.461 0.584
O1 -3.779 -2.949 1.214
H13 -4.025 -2.050 0.944
H14 0.643 -2.323 1.203
C2 -2.494 -2.933 1.807
H15 -1.949 -5.029 1.339
H16 1.494 3.696 -2.594
C3 0.779 -0.840 -4.236
C4 -3.119 2.736 1.615
H17 -6.450 0.341 0.396
O2 1.308 0.596 -0.070
H18 0.878 -2.927 -3.683
H19 -4.303 0.422 0.183
H20 -0.086 1.716 1.053
O3 3.992 -0.301 -0.668
C5 0.957 -1.738 3.038
O4 5.893 3.112 2.441
O5 2.848 2.744 -3.934
H21 -6.379 -2.244 -1.121
C6 -6.033 -0.265 -0.426
H22 1.325 2.009 -2.732
C7 -0.984 0.804 -0.692
H23 -0.287 -0.661 -4.043
H24 0.772 3.800 -5.145
O6 1.004 -1.225 -5.594
C8 5.088 -2.425 -0.521
O7 -4.647 -0.434 -0.136
C9 3.557 2.563 1.977
H25 -1.150 -4.286 2.684
H26 3.284 2.365 3.013
C10 -2.125 -4.360 2.182
H27 -3.835 1.355 3.069
H28 3.803 -1.533 0.976
H29 -0.417 3.337 -3.921
C11 0.184 1.466 0.018
H30 0.371 2.111 -4.950
C12 5.021 2.314 1.655
H31 1.173 -0.200 0.470
C13 3.880 -1.617 -0.118
H32 0.997 -1.810 -2.276
H33 3.299 3.586 1.684
H34 0.332 -2.533 3.463
C14 0.903 -0.430 3.801
C15 0.518 3.042 -4.402
H35 -6.588 -2.084 0.634
H36 -2.189 3.196 1.266
C16 1.575 2.893 -3.341
H37 5.991 -2.220 0.048
H38 3.188 0.183 -0.436
H39 0.459 2.430 -0.414
H40 -2.162 1.849 3.405
H41 -1.260 -0.119 -0.178
H42 1.307 0.094 -4.056
H43 -1.869 1.448 -0.629
H44 5.256 1.279 1.909
H45 2.934 1.902 1.364
H46 -2.426 -2.313 2.707
H47 -6.193 0.295 -1.349
H48 5.622 4.033 2.374
H49 4.887 -3.495 -0.403
C17 1.261 -1.975 -3.324
O8 -3.824 2.160 0.511
O9 0.555 -1.491 1.687
H50 0.264 -1.765 -5.881
H51 -2.454 0.730 2.141
H52 -7.830 -1.478 -0.461
H53 1.386 0.423 3.329
H54 -0.777 0.558 -1.732
C18 -2.880 1.619 2.616

These are the Mulliken partial charges, in e, on atoms 1 to 4:
1 H 0.215
2 H 0.343
3 H -0.032
4 C -1.194


No. 2
The following is a quantum chemistry calculation of 8 unconnected molecules or ions with the total composition C18H55N3O11 in a non-equilibrium geometry, from the Open Molecules 2025 dataset.

Values from the calculation:
- E_LUMO (eV) = 0.243
- strongest force on any atom (eV/Å) = 1.79
- spin multiplicity = 1
- ΔE to the lowest compared entry with this formula, charge and spin (kcal per mole) = 39.7
- SMILES string = COCCNCCOC.COCCNCCOC.COCCNCCOC.O.O.O.O.O

Element x y z (Å)
O1 0.792 -1.229 -0.577
O2 -2.495 1.202 -6.192
O3 -1.362 0.014 -2.342
O4 0.071 6.739 6.316
C1 -1.113 -4.340 1.876
C2 -1.090 1.134 4.255
H1 0.868 0.498 -7.469
H2 -4.080 0.050 -5.580
H3 -1.949 -2.345 1.638
H4 -1.138 -0.697 -1.727
O5 -1.306 -2.506 3.520
O6 -1.594 1.499 2.990
H5 -4.364 0.948 -7.071
C3 2.360 0.760 -5.928
H6 -0.927 -2.682 5.479
H7 0.447 3.382 4.774
H8 -1.195 3.458 -6.295
C4 -1.209 2.274 5.252
C5 3.979 -3.239 0.007
H9 -1.979 0.452 1.146
C6 -1.706 0.346 2.200
O7 1.767 -0.084 -4.959
H10 -0.775 -4.989 2.696
H11 3.050 0.170 -6.548
H12 1.707 -0.622 2.632
H13 1.858 -4.441 -1.041
C7 -1.915 1.774 -7.347
H14 0.514 -3.193 1.540
N1 0.223 1.956 -6.032
H15 2.015 7.182 5.888
H16 2.259 -0.263 -2.921
C8 2.625 -0.492 -3.923
H17 -2.570 -3.199 5.055
H18 -0.206 3.077 -7.725
H19 0.842 8.382 5.268
N2 0.030 -3.927 1.026
H20 -1.578 0.959 -8.003
H21 -0.797 1.855 6.192
H22 2.832 -5.529 0.035
H23 4.351 -2.323 0.462
H24 -1.742 -4.992 1.261
H25 -3.301 -0.473 -7.081
H26 -0.450 6.335 4.365
C9 -1.527 -3.198 4.728
H27 -2.494 -0.285 2.633
H28 0.778 0.782 -1.002
H29 0.877 -2.150 -0.836
C10 -3.606 0.404 -6.493
H30 2.307 -1.995 2.319
H31 -1.107 -4.207 4.675
C11 1.081 7.716 6.099
H32 -1.022 -3.695 -0.601
C12 -0.764 2.650 -6.890
H33 -0.313 1.186 -5.637
H34 0.965 -1.230 0.376
C13 -0.863 4.643 5.687
H35 -0.816 -0.292 2.114
C14 -1.877 -3.138 2.382
H36 -1.633 -0.438 -3.147
H37 2.923 1.549 -5.423
H38 0.400 -5.920 0.314
O8 2.767 -3.593 0.663
H39 -2.645 2.391 -7.883
O9 -1.342 -3.529 -1.512
H40 1.197 8.248 7.040
H41 -0.057 0.773 4.156
H42 -1.926 4.874 5.683
H43 -1.233 -4.363 -1.978
C15 2.150 -4.675 -0.012
H44 1.295 -5.500 1.717
H45 -1.663 0.301 4.684
H46 3.804 -3.078 -1.059
C16 1.267 1.292 -6.815
H47 -2.893 -3.443 2.667
H48 -2.267 2.427 5.472
H49 -0.537 4.374 6.703
H50 1.672 1.981 -7.565
H51 0.963 1.923 0.012
O10 1.464 -1.534 2.435
H52 3.558 0.081 -4.012
N3 -0.555 3.484 4.843
H53 2.888 -1.550 -4.001
H54 4.730 -4.027 0.124
C17 0.891 -5.065 0.785
O11 0.457 1.664 -0.764
C18 -0.021 5.830 5.235
H55 0.978 5.455 4.974

These are the Mulliken partial charges, in e, on atoms 1 to 4:
1 O -0.204
2 O -0.251
3 O -0.593
4 O -0.301